[1]
{
  "formula": "C2H2Li2O2Rb",
  "method": "ωB97M-V with the def2-TZVPD basis set",
  "species": ["Rb", "O", "O", "C", "C", "Li", "Li", "H", "H"],
  "coordinates": [[-4.42627, 3.13121, -1.40065], [5.38975, -2.48176, -0.37802], [-2.41293, 1.27540, 0.44542], [-1.10710, 0.84942, 0.39344], [-0.53611, 0.38209, 1.52838], [3.54466, -2.31190, -0.39175], [1.35164, -2.34115, -1.98918], [-0.68779, 0.83171, -0.62862], [-1.11585, 0.66499, 2.42098]],
  "nbo_charge": [0.987, -1.131, -0.912, 0.050, -0.362, 0.732, 0.384, 0.101, 0.152],
  "s_squared": 0.758,
  "multiplicity": 2,
  "e_homo_ev": [-5.4, -5.3]
}


[2]
{
  "formula": "C2H2LiO2",
  "method": "ωB97M-V with the def2-TZVPD basis set",
  "species": ["O", "O", "C", "C", "Li", "H", "H"],
  "coordinates": [[-2.06591, 1.02131, 0.24381], [1.18000, -0.59383, 0.11343], [0.28237, 0.50241, 0.38143], [-1.00115, 0.32612, 0.10375], [2.17024, 0.95518, 0.06249], [-1.22809, -0.96455, -0.51988], [0.66253, -1.24663, -0.38503]],
  "nbo_charge": [-0.810, -0.911, -0.539, 0.198, 0.781, -0.182, 0.463],
  "e_homo_ev": [-1.1, -1.1],
  "total_charge": -1
}


[3]
{
  "formula": "C2H2LiO2Pm",
  "method": "ωB97M-V with the def2-TZVPD basis set",
  "species": ["Pm", "O", "O", "C", "C", "Li", "H", "H"],
  "coordinates": [[-0.78492, 1.24675, -0.22571], [-1.30104, 0.06755, 1.46819], [0.45408, -0.59980, -0.52378], [0.29351, -1.41317, 0.57587], [-0.58242, -1.06655, 1.54311], [1.31859, -1.11102, -1.99996], [-0.76011, -1.73165, 2.39587], [0.85239, -2.35191, 0.59571]],
  "lowdin_spin": [4.098, -0.051, -0.029, -0.012, -0.004, 0.000, -0.001, -0.001],
  "s_squared": 6.035,
  "multiplicity": 5,
  "e_homo_ev": [-16.1, -16.2],
  "total_charge": 2
}


[4]
{
  "formula": "C2H2LiO2Pt",
  "method": "ωB97M-V with the def2-TZVPD basis set",
  "species": ["Pt", "O", "O", "C", "C", "Li", "H", "H"],
  "coordinates": [[1.20754, 1.01586, -0.10398], [1.52873, -0.54365, -0.42540], [3.06350, 1.82312, 0.45160], [4.04455, 1.18069, 0.48070], [5.07216, 0.37614, 0.59048], [2.69473, -1.63192, -0.99764], [5.20963, -0.19040, 1.51112], [5.81114, 0.35700, -0.21094]],
  "nbo_charge": [0.318, -1.236, -0.498, 0.734, -0.799, 0.938, 0.275, 0.267],
  "s_squared": 3.760,
  "multiplicity": 4,
  "e_homo_ev": [-4.6, -7.2]
}


[5]
{
  "formula": "C2H2N",
  "method": "ωB97M-V with the def2-TZVPD basis set",
  "species": ["N", "C", "C", "H", "H"],
  "coordinates": [[-0.32511, 0.22265, 0.10660], [2.12984, -0.25177, -0.19978], [0.84820, -0.13076, 0.11482], [-0.57500, 1.10624, -0.33274], [-2.07793, -0.94635, 0.31111]],
  "nbo_charge": [-0.415, 0.471, -0.005, 0.445, 0.503],
  "e_homo_ev": [-16.4, -16.4],
  "total_charge": 1
}


[6]
{
  "formula": "C2H2N2O",
  "method": "ωB97M-V with the def2-TZVPD basis set",
  "species": ["O", "N", "N", "C", "C", "H", "H"],
  "coordinates": [[-0.10142, 1.00181, -1.52940], [-0.48233, -0.21932, 0.39348], [0.90381, -1.08479, -0.50360], [-0.64440, 0.85337, -0.46226], [0.70143, -0.88341, 0.69180], [-1.42768, 1.53408, -0.09122], [1.05203, -1.23239, 1.65008]],
  "nbo_charge": [-0.528, -0.403, -0.073, 0.485, 0.160, 0.144, 0.215],
  "e_homo_ev": [-10.3, -10.3]
}


[7]
{
  "formula": "C2H2N2O",
  "method": "ωB97M-V with the def2-TZVPD basis set",
  "species": ["O", "N", "N", "C", "C", "H", "H"],
  "coordinates": [[0.02698, -1.07990, -0.00012], [-0.75372, 1.08975, -0.36478], [0.66326, 1.02697, -0.32624], [-1.12467, -0.04516, 0.05176], [1.00538, -0.20719, -0.16351], [-1.88168, -0.36396, 0.75659], [2.06157, -0.44763, -0.14525]],
  "nbo_charge": [-0.458, -0.257, -0.323, 0.284, 0.326, 0.219, 0.208],
  "e_homo_ev": -10.5,
  "smiles": "c1nnco1"
}


[8]
{
  "formula": "C2H2N2O",
  "method": "ωB97M-V with the def2-TZVPD basis set",
  "species": ["O", "N", "N", "C", "C", "H", "H"],
  "coordinates": [[-0.90638, 1.27910, -1.01902], [0.56480, -0.12968, -0.09477], [-0.84322, -0.31821, 2.75228], [-0.09485, 0.40281, -1.13613], [-0.43751, -0.36504, 1.69545], [1.29310, -0.77711, -0.12413], [0.42406, -0.09186, -2.07367]],
  "nbo_charge": [-0.510, -0.528, -0.385, 0.487, 0.385, 0.400, 0.152],
  "e_homo_ev": -11.3
}